Below is a molecular structure, C24H18F5FeN3O6S, with properties calculated with wB97M-V/def2-TZVPD.

Computed properties:
Total energy: -100739.511 eV
Net charge: -1
HOMO energy (spin up / spin down): -5.2744 / -5.4940 eV
Frontier orbital gap (spin up / spin down): 5.74 / 6.04 eV
Spin multiplicity: 6
LUMO (spin up / spin down): 0.47 / 0.54 eV

```
58
Properties=species:S:1:pos:R:3:forces:R:3:mulliken_charge:R:1
Fe 0.91761 -0.60515 0.14582 -0.005 -0.325 1.168 -0.01
C 4.60122 1.03521 1.35938 -0.088 -0.026 -0.203 -1.36
C 3.25888 0.36909 1.46713 -0.327 0.356 1.832 1.23
O 2.80694 -0.16090 0.41336 -0.738 -0.446 -0.816 -0.80
C 2.58887 0.36448 2.71816 1.060 0.419 -0.772 -1.46
C 1.41962 -0.31975 3.00155 -0.745 -0.641 -1.123 1.43
C 0.90861 -0.44642 4.39721 0.008 -0.015 0.075 -1.34
N 0.73331 -0.91919 2.00936 1.230 1.097 0.530 0.96
N -0.22900 -1.78605 2.37451 -1.206 -1.419 -1.418 -0.84
C -0.62404 -2.44186 1.28219 -0.051 0.429 2.726 0.69
O -0.01499 -2.30941 0.16529 0.727 0.871 -1.421 -1.01
C -1.77540 -3.36072 1.39571 0.064 -0.023 -0.261 0.54
C -2.53234 -3.41807 2.56147 -0.034 -0.041 0.020 -0.34
C -3.63967 -4.24708 2.62309 0.037 0.021 0.004 -0.70
C -3.99592 -5.01758 1.52479 -0.036 -0.053 -0.034 -0.36
C -3.24453 -4.95898 0.35978 -0.017 0.014 0.025 -0.69
C -2.13793 -4.12853 0.29277 -0.005 0.006 0.110 -0.39
H 5.29924 0.36003 0.86436 0.016 -0.004 0.008 0.34
H 4.49755 1.91579 0.72135 0.036 0.016 0.004 0.31
H 4.99691 1.33924 2.32465 -0.039 -0.022 0.008 0.38
H 3.09418 0.85331 3.53863 -0.023 0.017 -0.017 0.25
H 1.54558 0.10790 5.08162 0.003 0.011 0.018 0.40
H -0.11378 -0.07170 4.45283 -0.014 0.001 -0.048 0.27
H 0.87197 -1.49517 4.69149 0.017 -0.001 -0.011 0.32
H -2.25374 -2.79963 3.40208 0.012 0.038 0.004 0.44
H -4.23576 -4.28142 3.52548 -0.004 -0.009 0.015 0.38
H -4.86670 -5.65828 1.57421 -0.019 -0.011 0.000 0.38
H -3.52924 -5.54886 -0.50103 -0.007 -0.026 -0.015 0.39
H -1.55064 -4.05544 -0.61070 0.016 0.003 -0.042 0.41
N 1.05374 -0.47585 -1.84011 0.250 -0.153 -0.224 -0.05
C 1.24670 0.79076 -2.54890 -0.088 0.112 -0.102 0.61
C 0.47410 1.06378 -3.66909 -0.010 -0.021 0.060 -0.60
C 0.70998 2.21524 -4.39880 0.001 0.058 -0.030 -0.92
C 1.71887 3.09493 -4.02235 -0.016 -0.206 0.057 -0.09
C 2.45802 2.82482 -2.88388 0.021 0.053 0.020 -0.66
C 2.22403 1.67620 -2.13876 0.031 -0.018 0.012 -0.07
S 2.10330 4.51909 -5.04785 0.040 0.160 -0.039 1.31
O 3.28777 5.08643 -4.41920 -0.040 -0.013 -0.045 -0.73
O 2.33337 3.92807 -6.35772 0.005 -0.004 0.036 -0.69
O 0.91456 5.35037 -4.96782 0.001 -0.036 0.008 -0.69
H 0.25507 -0.96324 -2.24122 -0.046 0.039 0.036 0.41
H 1.87512 -1.05306 -2.02836 -0.095 -0.071 -0.082 0.36
H -0.31027 0.37776 -3.96624 -0.033 -0.015 -0.010 0.26
H 0.12453 2.43490 -5.28072 -0.015 0.001 -0.032 0.36
H 3.23238 3.52497 -2.60323 0.034 0.008 0.010 0.53
H 2.81154 1.46364 -1.25852 0.046 -0.024 0.029 0.38
F -4.87300 1.37530 0.05421 0.030 0.034 0.070 -0.23
C -3.75430 0.74604 0.44852 -0.106 -0.006 -0.281 -0.01
C -2.77466 0.39394 -0.60436 -0.056 -0.382 0.473 -0.51
F -2.17281 -0.80448 -0.31979 -0.062 0.332 -0.044 0.11
C -1.92441 1.35020 -1.17954 0.360 -0.257 -0.229 0.55
F -2.54143 2.37567 -1.83102 -0.108 0.193 0.068 -0.33
C -1.12237 1.70123 0.03674 -0.371 0.111 -0.233 0.50
O -0.06486 1.18085 0.40972 0.063 -0.272 0.149 -0.20
C -2.07519 2.33878 1.03040 0.247 0.355 0.143 -0.01
F -2.70352 3.43571 0.56288 0.036 -0.223 0.020 -0.24
C -2.92630 1.30698 1.51176 -0.031 0.064 -0.147 -0.11
F -2.37677 0.42609 2.39673 0.044 -0.054 -0.061 -0.08
```
Forces are in eV/Å.


Below is a molecular structure, C24H18IMnN3O7S, with properties calculated with wB97M-V/def2-TZVPD.

Computed properties:
Total energy: -94240.725 eV
HOMO energy (spin up / spin down): -8.3906 / -8.4570 eV
Frontier orbital gap (spin up / spin down): 7.42 / 7.22 eV
Spin multiplicity: 4
LUMO (spin up / spin down): -0.97 / -1.24 eV

```
55
Properties=species:S:1:pos:R:3:forces:R:3:mulliken_charge:R:1
Mn 1.24872 1.03326 1.33902 0.483 0.127 0.123 -0.03
O 1.04630 -4.63805 3.01516 0.018 0.008 -0.025 -0.53
C 1.10271 -3.33784 2.69223 -0.014 -0.054 -0.013 0.93
C 0.66028 -2.32995 3.55267 -0.054 -0.260 0.201 -0.66
C 0.74454 -1.03929 3.11641 0.041 0.328 -0.310 -0.10
N 1.26562 -0.76031 1.92559 -0.153 -0.758 0.281 1.00
C 1.68788 -1.70483 1.08676 0.024 0.424 0.047 0.40
C 1.62023 -3.02273 1.43073 0.029 -0.301 -0.027 -0.78
C 2.18509 -1.09799 -0.20655 -0.043 0.400 0.187 0.23
O 2.55135 -1.77512 -1.12948 0.114 -0.020 -0.148 -0.67
O 2.12309 0.22163 -0.16625 0.122 -0.435 -0.013 -0.45
C 0.25148 0.21731 3.79865 0.065 0.241 -0.337 0.48
O -0.19814 0.21485 4.90869 -0.021 0.053 0.085 -0.66
O 0.40279 1.26543 3.00018 -0.034 -0.154 0.326 -0.56
H 0.65772 -4.75025 3.88911 -0.036 -0.026 0.072 0.31
H 0.22568 -2.53261 4.52570 0.032 -0.010 -0.068 0.46
H 1.94890 -3.78974 0.74171 -0.017 0.026 0.059 0.63
C -2.83301 -4.09774 -3.39159 0.000 0.083 0.088 -1.49
C -2.58205 -2.99127 -2.39514 -0.002 -0.085 -0.069 1.09
C -1.29467 -2.52429 -2.14986 0.035 -0.016 -0.019 -1.05
C -1.06498 -1.50957 -1.23089 -0.024 0.072 -0.092 -0.23
C -2.13619 -0.95185 -0.55373 -0.167 -0.072 0.035 0.08
C -3.43675 -1.38974 -0.79128 0.134 0.007 -0.064 -0.79
C -3.64690 -2.40553 -1.70925 -0.066 0.012 -0.002 -0.70
S -1.89393 0.21933 0.75317 0.449 0.182 -0.267 1.36
O -1.63651 -0.56973 1.92798 0.061 0.022 0.151 -0.60
O -3.01457 1.11509 0.74708 -0.051 -0.035 0.000 -0.74
N -0.50781 0.99959 0.37680 -0.860 0.604 -1.019 0.41
C -0.54767 1.93629 -0.69615 -0.050 -0.351 0.513 0.86
C -1.49296 2.05368 -1.69388 0.013 -0.114 0.086 -0.50
C -1.38445 3.03148 -2.70273 -0.152 -0.103 -0.024 -1.06
C -0.34271 3.90541 -2.73896 0.011 0.078 -0.084 -0.93
C 0.63731 3.83561 -1.72977 0.088 0.011 0.098 1.04
C 1.74153 4.70850 -1.68286 0.048 0.045 -0.012 -0.57
C 2.64813 4.60379 -0.67062 0.081 0.147 -0.041 -1.09
C 2.46319 3.62403 0.30896 0.065 -0.028 0.121 0.11
N 1.44946 2.79006 0.30846 -0.332 -0.050 -0.401 0.14
C 0.52507 2.86645 -0.71331 0.161 -0.042 0.259 0.02
H -1.89783 -4.53279 -3.74432 -0.032 0.026 0.018 0.35
H -3.38071 -3.72335 -4.25955 0.022 -0.004 0.028 0.32
H -3.43397 -4.89318 -2.94526 0.032 0.036 -0.020 0.36
H -0.45300 -2.95241 -2.68424 -0.044 0.017 0.024 0.41
H -0.06099 -1.13101 -1.08076 -0.146 -0.027 -0.007 0.34
H -4.26074 -0.92643 -0.26082 0.043 -0.057 -0.038 0.49
H -4.65826 -2.75194 -1.90139 0.073 0.021 0.026 0.40
H -2.34669 1.39871 -1.71073 -0.092 -0.081 0.014 0.46
H -2.15511 3.08210 -3.46411 0.041 -0.051 0.079 0.40
H -0.25653 4.65292 -3.51818 0.012 -0.024 0.042 0.40
H 1.85802 5.45682 -2.45807 -0.021 -0.015 0.008 0.44
H 3.50651 5.25727 -0.60066 -0.026 -0.017 -0.010 0.41
H 3.16681 3.54173 1.12214 0.029 0.011 -0.024 0.16
I 2.96101 2.88677 3.69758 0.201 -0.210 0.010 0.06
C 3.04933 1.27671 2.27474 0.122 0.682 0.365 -1.46
H 3.34235 0.41878 2.86341 -0.124 -0.247 0.002 0.50
H 3.84602 1.51594 1.57746 -0.088 -0.017 -0.215 0.62
```
Forces are in eV/Å.


Below is a molecular structure, C24H19Cl2F3INO5STeTi, with properties calculated with wB97M-V/def2-TZVPD.

Computed properties:
Total energy: -119466.362 eV
Relative energy (zero: lowest compared OMol25 entry of this formula, charge and spin): 22.4 kcal per mole
HOMO energy: -7.7614 eV
Frontier orbital gap: 6.76 eV
LUMO: -1.00 eV

```
58
Properties=species:S:1:pos:R:3:forces:R:3:mulliken_charge:R:1
Ti -0.18726 -1.34954 -0.38044 2.506 -0.289 -1.126 0.00
O -1.77055 -3.05354 2.67489 0.246 0.083 -0.126 -0.57
C -1.48987 -2.61877 1.60223 -1.168 -0.566 0.341 0.39
O -0.30415 -2.21901 1.17564 0.456 -0.603 1.347 -0.15
C -2.52940 -2.40944 0.44543 -0.625 -0.220 0.702 0.50
O -3.71541 -2.54753 0.58153 0.253 -0.026 -0.077 -0.62
O -1.90991 -2.01238 -0.63327 -1.024 -0.054 -0.378 -0.27
Te 2.26956 -1.87816 -1.49204 0.248 -0.171 0.680 0.13
C 3.39399 -1.50098 0.25133 0.122 0.333 -0.310 0.03
C 3.74729 -2.39838 1.21449 -0.091 -0.078 -0.012 -0.22
C 4.54184 -1.82890 2.24548 0.065 0.007 0.063 -0.54
C 4.79088 -0.50888 2.03955 -0.008 0.269 -0.135 -0.50
S 4.05795 0.05427 0.59485 -0.045 -0.346 0.054 -0.09
H 3.44422 -3.43521 1.18851 -0.017 -0.007 -0.007 0.36
H 4.91905 -2.37992 3.09453 -0.023 -0.010 0.014 0.38
H 5.36474 0.17576 2.64328 0.031 -0.076 0.076 0.41
F -0.66400 6.86011 4.05877 0.046 -0.076 -0.004 -0.29
C 0.40482 6.09809 4.34947 0.082 0.255 0.096 0.83
F 1.49466 6.88439 4.20292 -0.065 -0.087 0.001 -0.25
F 0.33010 5.79551 5.66073 0.007 -0.021 -0.093 -0.25
C 0.48743 4.86966 3.49613 -0.082 -0.106 -0.071 0.36
C 1.45522 3.91465 3.78203 0.012 0.040 0.041 -0.90
C 1.52551 2.75217 3.03857 0.090 -0.059 -0.015 -0.53
C 0.62749 2.53168 1.99258 -0.200 0.173 0.064 0.56
C -0.32058 3.51572 1.69358 0.083 -0.022 -0.005 -0.29
C -0.39430 4.67509 2.44314 0.025 0.056 0.048 -0.78
C 0.60219 1.30724 1.25729 0.188 -0.158 -0.073 0.30
C 0.52694 0.27897 0.61121 -0.153 0.579 0.256 -0.36
H 2.14401 4.07533 4.60102 0.003 -0.002 0.009 0.38
H 2.27114 2.00271 3.26662 -0.027 -0.041 0.003 0.55
H -1.01194 3.35739 0.87791 -0.036 -0.056 -0.003 0.44
H -1.14573 5.41826 2.21704 0.010 0.017 0.016 0.44
I 0.55216 -5.28827 -0.13581 -0.193 0.037 -0.123 0.12
C -0.60708 -4.60447 -1.75673 0.326 0.201 -0.167 -0.07
C -1.51296 -5.49567 -2.31519 -0.027 0.009 0.032 -0.56
C -2.22954 -5.08813 -3.42525 -0.054 0.001 0.062 -0.34
C -2.01345 -3.81972 -3.93612 -0.007 0.038 -0.108 -0.73
C -1.09585 -3.00496 -3.30585 0.144 -0.068 -0.037 -0.13
N -0.40040 -3.37658 -2.22765 -0.238 -0.405 0.170 0.23
H -1.65563 -6.47312 -1.87940 0.042 -0.016 -0.009 0.40
H -2.94879 -5.75323 -3.88392 -0.009 -0.015 0.010 0.41
H -2.55465 -3.46377 -4.80117 0.023 0.008 -0.020 0.43
H -0.88749 -2.00841 -3.67260 -0.102 -0.009 0.046 0.31
Cl -3.70611 0.26487 -2.21987 0.062 -0.013 -0.117 -0.13
C -3.97486 0.54621 -0.50154 0.125 -0.049 0.341 -0.50
Cl -2.44447 0.65815 0.43440 -0.550 0.499 -0.259 -0.01
H -4.55016 -0.27847 -0.09277 0.085 -0.037 -0.056 0.30
H -4.48683 1.49618 -0.41178 0.031 -0.008 0.134 0.40
C 0.97627 1.65950 -2.24799 0.010 0.186 0.077 -0.72
C -0.04973 0.70138 -2.70546 0.370 -0.162 -0.126 0.90
C -0.61763 0.87018 -4.07299 -0.282 -0.149 0.090 -1.61
O -0.31613 -0.30581 -2.03838 -0.666 1.276 -1.350 0.25
H 1.09312 2.50716 -2.91812 -0.040 -0.038 -0.047 0.46
H 1.91308 1.08276 -2.19095 -0.052 -0.003 0.040 0.13
H 0.77595 1.98957 -1.22909 -0.005 -0.062 0.034 -0.04
H -0.96033 1.89402 -4.21785 0.043 0.032 0.009 0.44
H -1.43756 0.17915 -4.24831 0.011 -0.023 -0.014 0.27
H 0.18314 0.68511 -4.79461 0.046 0.030 0.010 0.35
```
Forces are in eV/Å.


Below is a molecular structure, C24H19Co2N2O7, with properties calculated with wB97M-V/def2-TZVPD.

Computed properties:
Total energy: -117753.878 eV
Relative energy (zero: lowest compared OMol25 entry of this formula, charge and spin): 32.7 kcal per mole
Net charge: -1
HOMO energy: -1.8187 eV
Frontier orbital gap: 3.48 eV
LUMO: 1.66 eV

```
54
Properties=species:S:1:pos:R:3:forces:R:3:mulliken_charge:R:1
O -5.01720 -2.18979 -2.96747 -0.338 0.218 -0.177 -0.45
C -4.32567 -1.37960 -2.52586 1.462 0.198 1.295 -0.04
Co -2.68574 -0.54000 -2.06946 -1.250 -1.976 -4.026 0.16
C -1.67115 -1.87427 -2.53269 0.875 -1.476 0.652 0.18
O -0.97275 -2.73850 -2.85947 -0.229 0.462 -0.144 -0.46
C -2.76198 0.20861 -3.69533 0.442 1.837 -4.558 0.33
O -2.83178 0.53337 -4.84171 0.160 -1.365 3.873 -0.49
C -2.81095 0.17325 -0.41801 -0.024 0.279 1.958 -1.63
C -1.57973 0.37492 -0.83239 -0.357 1.301 0.714 0.70
C -0.24817 0.87124 -0.85978 -0.195 2.822 0.228 0.43
C -0.07963 1.66185 -2.14407 1.335 0.185 -1.692 0.21
C 1.17536 1.89428 -2.71780 -0.142 0.183 -0.453 -0.27
C 1.38753 2.74505 -3.80728 -1.055 0.431 -0.596 -0.85
C 0.25150 3.41598 -4.37704 0.302 -0.312 0.169 -0.28
C -1.06059 3.22234 -3.83380 1.939 -0.045 -0.331 -0.81
C -1.17868 2.34529 -2.71910 -0.472 1.054 -0.212 -0.38
Co -4.69534 0.62008 -1.31566 -2.343 1.132 -0.762 -0.01
C -6.29425 -0.11548 -1.27997 1.191 -0.822 0.326 0.30
O -7.33028 -0.60500 -1.28820 -0.995 0.032 -0.056 -0.44
C -4.81449 1.64425 -2.74947 0.347 -0.470 0.477 0.10
O -4.98136 2.34528 -3.63205 -0.321 0.970 -1.010 -0.38
C -5.04962 1.86215 -0.17082 1.091 0.962 2.398 0.22
O -5.27958 2.70303 0.61781 -0.158 -0.998 -1.420 -0.48
H -3.14360 -0.12804 0.53736 -0.469 -0.168 1.262 0.69
H 0.57257 1.61214 -0.20043 -3.252 1.914 -0.824 0.25
H 2.00619 1.38560 -2.26907 0.525 -0.048 -0.001 0.20
H 2.41352 2.86460 -4.24381 -1.166 -0.042 0.489 0.30
H 0.42857 4.08540 -5.25844 -0.338 -0.683 0.917 0.29
H -1.92131 3.76312 -4.33679 0.996 -0.951 1.087 0.34
H -2.17357 2.33372 -2.27425 0.291 -0.575 0.103 0.45
C 3.17609 -2.28767 5.58406 0.309 -0.042 -0.255 -0.70
C 2.21299 -1.87655 4.48193 -0.112 -0.051 -0.973 -0.48
N 2.89149 -1.40025 3.24656 0.391 -0.121 0.415 0.03
C 2.10376 -0.97531 2.19127 0.696 -0.253 -0.510 1.56
C 2.61687 -0.90712 0.86738 -0.267 -0.164 1.115 -0.68
C 1.81965 -0.43663 -0.15678 -1.577 0.735 -0.168 -0.58
N 0.52348 0.01176 -0.00442 3.783 -4.445 3.132 0.47
C 0.03697 -0.08963 1.30580 0.406 0.094 -1.403 -0.80
C 0.75816 -0.55766 2.37497 -0.166 0.159 -0.654 -0.68
C 4.27661 -1.83733 2.94318 -0.807 -0.158 -0.261 -0.67
C 5.07841 -2.17965 4.18541 -0.426 -0.192 0.179 -0.73
O 4.32460 -2.97094 5.09731 -0.062 0.448 -0.068 -0.36
H 3.45726 -1.38443 6.15040 0.183 -0.314 0.047 0.34
H 2.68302 -3.02529 6.22409 0.005 0.418 0.110 0.32
H 1.54552 -2.72589 4.23559 0.218 0.327 0.003 0.37
H 1.59941 -1.04637 4.85162 0.033 -0.300 0.053 0.29
H 3.65496 -1.17938 0.65867 -0.622 0.061 -0.101 0.34
H 2.18743 -0.26779 -1.13347 0.476 -0.178 -0.777 0.54
H -0.93223 0.36649 1.37456 -0.388 -0.210 0.287 0.48
H 0.26565 -0.53238 3.34457 0.204 -0.036 -0.299 0.24
H 4.26130 -2.71196 2.26371 -0.072 0.261 0.195 0.42
H 4.78247 -1.01218 2.42518 -0.062 -0.192 0.045 0.40
H 5.91633 -2.82714 3.90724 0.025 0.429 0.012 0.32
H 5.43197 -1.24159 4.64618 -0.020 -0.325 0.187 0.34
```
Forces are in eV/Å.